ORCA calculation (the ωB97M-V functional and the def2-TZVPD basis) on an isolated molecule of C20H26O5.

The relative energy (zero: lowest compared OMol25 entry of this formula, charge and spin) is 16.2 kJ/mol. For the HOMO-LUMO gap, the calculation gives 9.7 eV.

Structure (ORCA input):
```
! wB97M-V def2-TZVPD RIJCOSX def2/J DEFGRID3
* xyz 0 1
C -6.48375 -1.51982 1.19054
C -5.44114 -2.08268 0.61205
C -4.97013 -1.74545 -0.77068
O -3.58530 -1.37674 -0.76833
C -3.31440 -0.10094 -0.45298
O -4.15254 0.72637 -0.21150
C -1.84659 0.16057 -0.46257
C -0.94296 -0.72968 -0.88098
C 0.52909 -0.44385 -0.84729
C 1.30441 -1.67139 -0.44132
C 2.41794 -2.08152 -1.16301
C 3.14775 -3.18836 -0.76213
C 2.76634 -3.90265 0.36056
C 1.64868 -3.50827 1.07771
C 0.92273 -2.40058 0.67918
C 0.79718 0.73076 0.11283
C 2.23706 1.24762 0.01637
C 3.17053 0.59737 1.03860
C 4.63613 0.79867 0.65116
O 4.95743 0.18426 -0.57426
C -0.21072 1.84805 -0.19534
O 0.00639 2.89187 0.68681
C -0.78350 4.05805 0.47036
C -0.25769 4.93270 -0.66407
O -1.55453 1.41245 -0.03013
H -6.79165 -1.78552 2.18713
H -7.07169 -0.76995 0.68859
H -4.84170 -2.82237 1.12542
H -5.56273 -0.92559 -1.18837
H -5.02246 -2.62230 -1.42284
H -1.26749 -1.69371 -1.23366
H 0.85557 -0.15037 -1.85447
H 2.72004 -1.53035 -2.04228
H 4.01425 -3.49512 -1.33027
H 3.33526 -4.76536 0.67363
H 1.34313 -4.06561 1.95090
H 0.05102 -2.09381 1.23896
H 0.59500 0.41401 1.14051
H 2.62923 1.06111 -0.98568
H 2.23747 2.32542 0.18097
H 2.97266 -0.47562 1.09815
H 2.99790 1.02642 2.02603
H 4.85224 1.86025 0.51134
H 5.28548 0.41344 1.45144
H 4.70236 -0.74501 -0.52292
H -0.09242 2.17556 -1.24790
H -0.72431 4.59915 1.41739
H -1.82334 3.76998 0.28869
H -0.82762 5.85679 -0.69928
H -0.35533 4.43248 -1.62454
H 0.79071 5.16929 -0.49856
*
```

---

ORCA calculation (the ωB97M-V functional and the def2-TZVPD basis) on a cluster of 3 separate species, C20H27BClIN8O8S in total in a non-equilibrium geometry.

For the HOMO-LUMO gap, the calculation gives 7.6 eV.

Structure (ORCA input):
```
! wB97M-V def2-TZVPD RIJCOSX def2/J DEFGRID3
* xyz 0 1
N -1.02177 -0.42917 4.65223
B -1.73978 -0.43896 3.32187
O -3.18204 -0.47692 3.19812
C -0.83285 -0.45608 1.94334
C -0.62960 -1.77099 1.09876
C -1.28099 -3.16818 1.49575
C -2.16215 -3.86126 0.33982
C -2.87929 -2.84063 -0.66165
I -3.87108 -4.03547 -2.23950
C 0.28615 -1.70164 -0.18485
Cl 0.66078 -3.14163 -1.23441
C 0.87797 -0.32531 -0.53738
C 0.70189 0.99361 0.26349
C -0.15574 0.91383 1.54616
C -0.34217 2.25681 2.39629
C -1.65448 3.00671 1.81116
C -2.74238 3.36459 2.92128
O -2.79913 4.56560 3.30404
O -3.67632 2.44330 3.48103
C 1.47272 2.18942 -0.43432
O 1.62850 3.38703 -0.11958
N 2.05919 1.60709 -1.67894
C 1.66693 2.41572 -2.87285
C 2.09129 1.78503 -4.28120
S 3.92102 1.65907 -4.55803
C 4.22385 -0.15501 -4.86457
N 5.30378 -0.95062 -4.34701
N 5.10434 -2.23705 -4.79258
C 3.92051 -2.25449 -5.58452
O 3.34446 -0.96460 -5.65445
C 1.83028 0.16532 -1.71475
O 2.27497 -0.73788 -2.46433
H -0.31249 0.31595 4.69600
H -0.47325 -1.31608 4.67755
H -3.51256 -0.97078 3.99399
H -1.91205 -3.15461 2.44503
H -0.40101 -3.88891 1.71183
H -2.98926 -4.53461 0.78766
H -1.46569 -4.59464 -0.21763
H -3.64535 -2.17459 -0.12664
H -2.17474 -2.14244 -1.22196
H 0.54671 2.96691 2.19176
H -0.36005 2.10313 3.52769
H -1.36720 3.94739 1.21336
H -2.14144 2.29750 1.03698
H -3.42030 2.17611 4.39166
H 0.53970 2.61459 -2.85250
H 2.16751 3.45665 -2.81359
H 1.59879 0.75429 -4.41996
H 1.63514 2.45503 -5.10568
H 3.54721 -3.22110 -6.05454
N -6.48790 1.69226 2.77402
C -7.66707 1.43145 2.15822
N -7.58143 1.27124 0.81314
O -8.72360 1.34711 2.76530
H -5.60949 1.76543 2.29398
H -6.50997 1.81757 3.77237
H -8.43664 1.07600 0.31909
H -6.72402 1.33657 0.29575
N 6.72761 -1.56009 -1.67440
C 7.71463 -0.84722 -1.07991
N 7.91559 -1.13915 0.23171
O 8.37286 -0.00771 -1.67488
H 6.17687 -2.25322 -1.20177
H 6.54624 -1.37287 -2.65035
H 8.64104 -0.62997 0.70906
H 7.38673 -1.82444 0.73923
*
```

---

ORCA calculation (the ωB97M-V functional and the def2-TZVPD basis) on a structure of composition C20H27Br40INO3P in a non-equilibrium geometry.

For the HOMO-LUMO gap, the calculation gives 7.8 eV.

Structure (ORCA input):
```
! wB97M-V def2-TZVPD RIJCOSX def2/J DEFGRID3
* xyz 0 1
C 5.92161 4.28513 0.29286
C 6.24727 3.24016 -0.83313
C 5.76143 1.79381 -0.50518
Br 5.42944 1.45166 1.40457
C 4.57493 1.33030 -1.39348
O 4.25606 1.91533 -2.35250
O 3.98306 0.16264 -0.97796
C 2.61257 0.31826 -0.64697
I 1.40959 -0.48064 -2.26525
C 2.20151 1.74825 -0.18845
O 0.97565 1.58781 0.56132
C -0.14830 2.10685 -0.13340
P 2.32294 -0.82630 0.85753
N 3.46586 -1.92528 0.86786
H 4.85050 4.32818 0.54367
H 6.56565 4.08842 1.16805
H 6.28888 5.26142 -0.11407
H 7.35633 3.19133 -0.84638
H 5.94921 3.59841 -1.83020
H 6.59313 1.11292 -0.77714
H 1.95259 2.35829 -1.07481
H 2.91919 2.22214 0.50350
H -0.22159 1.78952 -1.19067
H -1.09276 1.80595 0.35973
H -0.16153 3.22239 -0.13663
H 1.01776 -1.36331 0.73604
H 2.40174 0.00483 2.00809
H 3.97408 -1.79274 1.74534
C 0.63030 -3.61567 4.00275
Br -0.28614 -3.09898 5.62365
Br -0.38404 -4.89104 2.97603
Br 1.12080 -2.09116 2.92166
H 1.55004 -4.10600 4.30051
C -1.70478 -0.08836 -5.36588
Br -1.27267 1.49126 -4.34483
Br -0.82755 -1.65796 -4.66218
Br -3.61305 -0.34150 -5.50539
H -1.32770 0.06616 -6.37112
C -4.40080 -4.91212 2.72772
Br -5.32390 -4.40902 4.34581
Br -5.41992 -6.19371 1.70081
Br -3.90884 -3.37638 1.67181
H -3.48064 -5.40153 3.02470
C 5.30481 8.91891 -0.50906
Br 4.40810 7.30179 -1.06183
Br 4.36996 9.79811 0.93291
Br 7.15738 8.59296 -0.07063
H 5.29231 9.59474 -1.35485
C 3.52797 3.22298 4.94110
Br 2.75588 3.02037 3.18491
Br 3.66408 1.53098 5.85882
Br 5.22298 4.14590 4.86801
H 2.85212 3.84364 5.51574
C -6.82277 -9.68914 0.81990
Br -7.72608 -8.88248 -0.68384
Br -7.63259 -11.36519 1.32975
Br -4.92724 -9.87679 0.49909
H -6.93772 -9.01272 1.65932
C -1.99308 2.37113 -8.88063
Br -2.86189 0.74776 -9.45967
Br -2.91272 3.19492 -7.39579
Br -0.12828 2.07702 -8.47646
H -2.03885 3.06961 -9.70689
C -0.13320 5.61658 -5.63590
Br -0.97864 5.45933 -3.90541
Br 0.43044 7.42723 -5.99779
Br 1.31613 4.36030 -5.83535
H -0.88031 5.36053 -6.37811
C 3.15726 -7.54594 2.89015
Br 1.42802 -8.17116 3.49284
Br 4.01660 -8.83053 1.73337
Br 3.05401 -5.79983 2.06696
H 3.77994 -7.44482 3.77011
C -8.79461 -5.85149 3.35493
Br -9.01173 -4.11686 4.17260
Br -8.43382 -7.22459 4.66383
Br -10.29612 -6.31019 2.23164
H -7.92444 -5.79053 2.71287
C 7.83388 -0.35627 5.12744
Br 7.65090 1.36158 5.98597
Br 8.16510 -1.76444 6.40723
Br 6.32148 -0.76056 3.99588
H 8.70372 -0.29936 4.48522
C -5.51777 1.32178 -2.65186
Br -5.32505 0.16062 -1.12230
Br -7.34801 1.39819 -3.26319
Br -4.80244 3.08267 -2.31114
H -4.93234 0.89111 -3.45373
C -10.16684 1.49059 -0.42920
Br -10.31345 3.22207 0.41236
Br -9.71612 0.11162 0.84426
Br -11.75580 1.04614 -1.43265
H -9.35028 1.54848 -1.13688
*
```

---

ORCA calculation (the ωB97M-V functional and the def2-TZVPD basis) on a structure of composition C20H27F6N10O4S2Zn in a non-equilibrium geometry.

The relative energy (zero: lowest compared OMol25 entry of this formula, charge and spin) is 211.0 kJ/mol. For the HOMO-LUMO gap, the calculation gives 7.3 eV.

Structure (ORCA input):
```
! wB97M-V def2-TZVPD RIJCOSX def2/J DEFGRID3
* xyz 1 1
Zn 1.31731 0.56215 2.69225
C -1.62296 0.73389 -0.41092
F -0.82268 1.72819 -0.88883
F -2.47639 1.32533 0.46361
F -2.30673 0.12978 -1.40282
S -0.44315 -0.54814 0.44079
O -1.14627 -0.84479 1.66887
O -0.46693 -1.67179 -0.46573
N 1.07277 0.21749 0.78001
S 1.89156 0.07780 -0.60824
O 2.93353 -0.88973 -0.39378
O 1.07737 -0.08595 -1.79835
C 2.72209 1.75560 -0.87368
F 2.55425 2.63395 0.15261
F 4.02726 1.51397 -1.02884
F 2.31847 2.25804 -2.01026
C -1.24747 4.39988 1.26813
C -0.61187 3.18922 1.84836
N -0.10373 2.25613 2.33850
H -0.91414 4.37289 0.23014
H -0.79087 5.27234 1.73390
H -2.33056 4.35680 1.36792
C 5.71094 -3.15859 0.59484
C 6.26578 -4.50109 0.88566
N 6.69431 -5.52001 1.24199
H 6.00743 -3.04552 -0.44878
H 6.19690 -2.41059 1.22014
H 4.63796 -2.99186 0.67554
C 1.63497 -4.19605 2.64880
C 1.61680 -2.74834 2.73609
N 1.67126 -1.59404 2.83603
H 2.41878 -4.55062 3.31770
H 1.98649 -4.44332 1.64601
H 0.60123 -4.50600 2.79721
C -5.05816 1.18260 -2.69575
C -5.08891 1.93746 -1.45753
N -5.13200 2.51090 -0.46644
H -4.07623 0.81786 -2.98902
H -5.55160 1.78241 -3.46111
H -5.74796 0.34158 -2.61203
C 3.85880 5.60120 -0.88078
C 2.42420 5.55855 -0.54231
N 1.27888 5.55455 -0.31848
H 4.01892 5.71934 -1.95198
H 4.27848 4.68461 -0.46546
H 4.48438 6.38956 -0.46201
C -4.57186 -1.79920 0.91241
C -6.06760 -1.80705 1.03551
N -7.19562 -1.79282 1.21719
H -4.20937 -0.96957 0.30791
H -4.21060 -2.71192 0.44046
H -4.31405 -1.74864 1.97019
C -0.49645 -4.69156 -0.40514
C 0.03448 -6.04170 -0.14418
N 0.41941 -7.11635 0.06003
H -1.56459 -4.62138 -0.20645
H -0.22480 -4.44561 -1.42990
H 0.01796 -4.14961 0.38774
C 2.60018 -0.92735 -4.88496
C 3.05980 0.45390 -5.08143
N 3.47324 1.53046 -5.23019
H 3.37692 -1.64014 -4.60763
H 2.09959 -1.30085 -5.77681
H 1.97359 -0.94098 -3.99255
C -4.23113 2.63821 2.88257
C -3.57051 1.48303 3.52490
N -3.03290 0.55728 4.00547
H -5.27023 2.80464 3.16178
H -4.19583 2.53781 1.79740
H -3.66209 3.54171 3.10370
*
```

---

Repeat the fourth record exactly.
ORCA calculation (the ωB97M-V functional and the def2-TZVPD basis) on a structure of composition C20H27F6N10O4S2Zn in a non-equilibrium geometry.

The relative energy (zero: lowest compared OMol25 entry of this formula, charge and spin) is 211.0 kJ/mol. For the HOMO-LUMO gap, the calculation gives 7.3 eV.

Structure (ORCA input):
```
! wB97M-V def2-TZVPD RIJCOSX def2/J DEFGRID3
* xyz 1 1
Zn 1.31731 0.56215 2.69225
C -1.62296 0.73389 -0.41092
F -0.82268 1.72819 -0.88883
F -2.47639 1.32533 0.46361
F -2.30673 0.12978 -1.40282
S -0.44315 -0.54814 0.44079
O -1.14627 -0.84479 1.66887
O -0.46693 -1.67179 -0.46573
N 1.07277 0.21749 0.78001
S 1.89156 0.07780 -0.60824
O 2.93353 -0.88973 -0.39378
O 1.07737 -0.08595 -1.79835
C 2.72209 1.75560 -0.87368
F 2.55425 2.63395 0.15261
F 4.02726 1.51397 -1.02884
F 2.31847 2.25804 -2.01026
C -1.24747 4.39988 1.26813
C -0.61187 3.18922 1.84836
N -0.10373 2.25613 2.33850
H -0.91414 4.37289 0.23014
H -0.79087 5.27234 1.73390
H -2.33056 4.35680 1.36792
C 5.71094 -3.15859 0.59484
C 6.26578 -4.50109 0.88566
N 6.69431 -5.52001 1.24199
H 6.00743 -3.04552 -0.44878
H 6.19690 -2.41059 1.22014
H 4.63796 -2.99186 0.67554
C 1.63497 -4.19605 2.64880
C 1.61680 -2.74834 2.73609
N 1.67126 -1.59404 2.83603
H 2.41878 -4.55062 3.31770
H 1.98649 -4.44332 1.64601
H 0.60123 -4.50600 2.79721
C -5.05816 1.18260 -2.69575
C -5.08891 1.93746 -1.45753
N -5.13200 2.51090 -0.46644
H -4.07623 0.81786 -2.98902
H -5.55160 1.78241 -3.46111
H -5.74796 0.34158 -2.61203
C 3.85880 5.60120 -0.88078
C 2.42420 5.55855 -0.54231
N 1.27888 5.55455 -0.31848
H 4.01892 5.71934 -1.95198
H 4.27848 4.68461 -0.46546
H 4.48438 6.38956 -0.46201
C -4.57186 -1.79920 0.91241
C -6.06760 -1.80705 1.03551
N -7.19562 -1.79282 1.21719
H -4.20937 -0.96957 0.30791
H -4.21060 -2.71192 0.44046
H -4.31405 -1.74864 1.97019
C -0.49645 -4.69156 -0.40514
C 0.03448 -6.04170 -0.14418
N 0.41941 -7.11635 0.06003
H -1.56459 -4.62138 -0.20645
H -0.22480 -4.44561 -1.42990
H 0.01796 -4.14961 0.38774
C 2.60018 -0.92735 -4.88496
C 3.05980 0.45390 -5.08143
N 3.47324 1.53046 -5.23019
H 3.37692 -1.64014 -4.60763
H 2.09959 -1.30085 -5.77681
H 1.97359 -0.94098 -3.99255
C -4.23113 2.63821 2.88257
C -3.57051 1.48303 3.52490
N -3.03290 0.55728 4.00547
H -5.27023 2.80464 3.16178
H -4.19583 2.53781 1.79740
H -3.66209 3.54171 3.10370
*
```